Entry 1:
Computed, not measured: a structure of composition C21H28Cl5N6O6ReS at a distorted geometry, with ωB97M-V with the def2-TZVPD basis set.

The geometry in XYZ format:
```
68
Properties=species:S:1:pos:R:3:forces:R:3:mulliken_spin:R:1
Re -0.983113 1.365916 -2.006329 1.66 -1.15 1.31 1.9927
Cl 4.907787 5.795816 -2.270029 -0.35 -0.30 -0.02 0.0886
C 3.743987 4.561216 -2.266529 0.50 -0.11 -0.01 0.1689
C 4.151787 3.213916 -2.267529 -0.07 0.18 -0.02 -0.0802
C 3.223587 2.200416 -2.250929 -0.24 -0.40 0.02 0.1122
Cl 3.702487 0.561416 -2.255029 0.03 0.23 0.00 0.0397
C 1.813087 2.478216 -2.207529 0.79 0.95 -0.03 0.0829
O 0.974387 1.518816 -2.160729 0.04 -0.12 0.14 0.2183
C 1.414887 3.869216 -2.229829 0.07 -0.46 0.00 0.0301
C 0.018087 4.215616 -2.231129 1.15 1.11 -0.09 0.0184
O -0.942413 3.446916 -2.085629 -0.74 -1.13 0.05 0.0006
C 2.383587 4.875716 -2.270329 -0.80 -0.12 0.00 0.0930
H 5.207087 2.984116 -2.287429 0.08 -0.07 0.01 0.0008
H -0.216613 5.276316 -2.373129 -0.11 -0.06 0.09 -0.0006
H 2.078687 5.911816 -2.300229 -0.02 0.13 0.01 -0.0004
Cl -6.069213 0.559416 -0.957729 0.16 0.32 -0.48 0.0136
C -5.492013 1.545016 -2.350129 -2.28 0.12 -0.11 -0.0022
Cl -6.070513 0.847716 -3.896329 0.46 0.37 0.73 0.0081
Cl -5.998313 3.255616 -2.169429 0.42 -0.81 -0.12 0.0130
C -4.070513 1.464316 -2.272029 2.29 -0.32 0.26 0.1872
N -2.927313 1.326216 -2.121629 -3.01 0.33 -0.35 -0.1313
C 2.390987 -2.741084 4.076771 0.48 -0.12 0.17 0.0000
C 0.982387 -3.195784 3.813871 -0.48 0.78 -0.42 0.0000
S 0.060787 -1.920884 2.881671 -0.19 -0.02 0.31 0.0009
O 0.908087 -1.204884 1.952571 0.51 0.29 0.25 -0.0006
O -1.097713 -2.515284 2.252471 -0.37 -0.45 0.59 0.0001
C -0.553713 -0.695784 4.108971 0.62 -0.73 -0.53 0.0008
C -1.644213 0.174916 3.504671 -0.32 -0.45 0.79 -0.0013
N -1.226613 0.806616 2.266371 0.14 0.53 -0.88 0.0087
C -1.630613 0.485616 1.023671 -0.31 -0.30 0.19 0.0089
N -0.984413 1.246116 0.121971 -0.07 0.13 -1.34 0.0622
C -0.157913 2.076416 0.808471 0.58 0.40 1.17 0.0200
C -0.298213 1.815016 2.140971 0.03 0.17 -1.42 0.0173
N 0.407387 2.493916 3.198871 -0.17 -0.29 -0.22 -0.0004
O 0.208487 2.120116 4.326071 -0.08 0.04 0.54 0.0007
O 1.143887 3.369816 2.837171 0.39 0.49 -0.15 0.0002
C -2.639713 -0.538084 0.709571 -0.15 -0.21 0.12 0.0017
H 2.950487 -3.556284 4.540871 -0.07 0.07 -0.01 0.0000
H 2.428887 -1.893784 4.757271 0.02 0.09 0.02 0.0000
H 2.892987 -2.480284 3.148471 0.04 0.05 0.00 0.0000
H 0.405487 -3.360484 4.720771 -0.11 -0.12 0.04 0.0000
H 0.933087 -4.084684 3.185171 -0.14 0.04 -0.08 0.0000
H 0.305987 -0.105984 4.416371 0.00 -0.09 0.09 -0.0002
H -0.946413 -1.247784 4.956771 -0.11 -0.03 0.13 -0.0001
H -1.894013 0.954216 4.234471 -0.04 -0.20 -0.28 0.0000
H -2.530213 -0.423784 3.300071 0.02 0.09 -0.06 0.0004
H 0.480287 2.813516 0.358571 0.07 0.03 -0.01 0.0007
H -3.605313 -0.282384 1.140371 -0.13 0.13 0.02 0.0010
H -2.334413 -1.498584 1.134571 -0.03 0.10 -0.17 0.0019
H -2.757113 -0.628784 -0.362829 -0.02 -0.05 -0.15 -0.0068
C 1.807887 -2.922484 -0.790929 -0.19 0.29 0.17 0.0015
C 0.531187 -2.714284 -1.592429 -0.27 -1.23 -1.19 0.0080
C 0.670687 -3.322484 -3.008629 0.11 0.03 0.60 0.0040
C -0.673013 -3.349284 -0.900129 0.44 0.30 0.32 -0.0032
N 0.345787 -1.275284 -1.709829 0.53 1.19 1.58 0.0242
N -0.669213 -0.765284 -2.543729 -0.26 0.69 -0.62 -0.0071
H 1.964687 -3.980284 -0.596029 -0.03 -0.07 -0.09 0.0007
H 1.739787 -2.401184 0.163171 0.02 -0.01 0.02 -0.0008
H 2.674287 -2.547984 -1.332429 0.14 0.00 -0.12 -0.0006
H 0.998987 -4.355684 -2.929029 -0.02 -0.08 -0.10 0.0001
H 1.405987 -2.776684 -3.593429 0.18 0.05 -0.14 0.0003
H -0.281513 -3.322684 -3.532229 -0.17 -0.04 -0.18 -0.0007
H -0.543213 -4.426984 -0.872129 -0.07 -0.12 -0.06 0.0003
H -1.606813 -3.152184 -1.423329 -0.24 -0.04 -0.16 -0.0002
H -0.754213 -2.989984 0.123571 -0.06 -0.03 -0.04 0.0008
H 1.215187 -0.753784 -1.792929 -0.31 -0.10 -0.33 -0.0015
H -1.470113 -1.409584 -2.447629 0.18 0.42 0.00 0.0070
H -0.404413 -0.789284 -3.547329 -0.18 -0.30 0.23 -0.0025
```
Forces are in eV/Å.

Results
2S+1 = 4
Total charge = +3
Total energy = -4373.259202 Eh
HOMO-LUMO gap (alpha / beta) = 0.250 / 0.180 Eh
⟨S²⟩ = 3.82

---

Entry 2:
Computed, not measured: a structure of composition C44H46BClN8O8PSV at a distorted geometry, with ωB97M-V with the def2-TZVPD basis set.

The geometry in XYZ format:
```
111
Properties=species:S:1:pos:R:3:forces:R:3:mulliken_spin:R:1
V 0.141241 -0.462410 -0.345100 -0.68 -1.80 3.60 2.5668
C 2.462941 -1.170810 3.362500 -0.09 -0.02 -0.20 0.0077
C 2.477341 -2.175710 2.263800 0.13 -0.22 -0.33 0.0113
C 3.054241 -3.448910 2.311700 -0.05 -0.09 -0.18 0.0045
C 2.857241 -3.976310 1.050900 0.10 -0.06 0.34 0.0064
C 3.266941 -5.310410 0.537500 -0.06 0.08 -0.14 -0.0002
N 2.204641 -3.052510 0.319800 0.48 -0.54 0.12 -0.0160
N 1.964741 -1.959010 1.058000 -0.14 0.54 0.79 0.0243
B 1.750541 -3.176410 -1.148000 -0.16 0.41 0.39 -0.0407
N 2.154941 -1.835810 -1.815200 0.47 -0.38 -0.76 0.0800
N 1.933841 -0.680610 -1.165000 1.41 0.85 -0.62 -0.0060
C 2.847341 0.203490 -1.559900 0.16 -0.31 -0.15 0.0616
C 3.030941 1.550290 -0.949700 -0.21 -0.16 0.10 0.0088
C 3.649941 -0.382810 -2.544500 -0.10 -0.27 -0.03 -0.0039
C 3.179141 -1.676310 -2.679800 0.31 0.41 -0.09 0.0372
C 3.659441 -2.720210 -3.626000 -0.07 -0.11 0.19 -0.0011
N 0.250541 -3.464910 -1.136800 -0.14 -0.67 -0.32 -0.0295
N -0.491959 -3.129010 -0.068800 -0.40 0.17 0.73 0.0665
C -1.685259 -3.690110 -0.233700 0.34 -0.29 -0.27 0.0191
C -2.737659 -3.712610 0.824700 0.16 0.08 -0.02 -0.0001
C -1.722059 -4.385310 -1.448300 0.17 0.02 0.03 -0.0033
C -0.464359 -4.218310 -1.995400 -0.18 0.04 0.05 0.0051
C 0.058641 -4.691810 -3.301700 0.09 0.13 0.02 0.0009
H 3.478941 -0.963010 3.701800 0.01 0.07 0.02 -0.0008
H 1.887041 -1.532910 4.214400 -0.01 0.05 0.07 0.0003
H 2.008141 -0.250810 3.007600 0.02 -0.01 0.14 0.0016
H 3.540941 -3.908710 3.149800 0.14 -0.16 0.11 0.0003
H 3.713941 -5.890110 1.342300 0.01 -0.03 0.02 0.0000
H 3.994241 -5.203210 -0.266200 0.05 -0.11 -0.08 0.0000
H 2.405841 -5.847810 0.145800 -0.02 -0.14 -0.07 0.0000
H 2.334241 -4.064010 -1.678100 0.15 -0.17 -0.21 0.0000
H 2.141241 1.854790 -0.401900 0.15 0.07 -0.07 0.0299
H 3.266141 2.286290 -1.717400 -0.03 0.12 -0.01 0.0026
H 3.868341 1.522590 -0.250100 0.05 0.01 0.01 0.0092
H 4.453041 0.082490 -3.085100 0.11 0.01 -0.11 0.0015
H 4.345141 -2.264510 -4.337600 0.01 -0.02 -0.03 -0.0002
H 2.820941 -3.153410 -4.167300 -0.02 -0.08 -0.08 0.0010
H 4.176941 -3.523610 -3.101100 0.02 -0.06 -0.04 0.0012
H -2.757159 -2.785110 1.388200 -0.05 0.03 0.09 0.0002
H -2.525959 -4.526810 1.522300 -0.10 0.04 0.06 0.0006
H -3.715959 -3.883510 0.378200 -0.08 -0.03 0.01 0.0000
H -2.547959 -4.935010 -1.858800 -0.10 -0.10 -0.12 0.0002
H -0.595859 -5.458010 -3.708800 -0.03 -0.06 -0.04 -0.0001
H 1.062441 -5.094810 -3.193300 0.12 -0.11 -0.05 0.0001
H 0.091941 -3.851110 -3.994100 0.00 0.03 -0.10 -0.0002
O -0.667059 -1.592810 -4.084100 0.13 0.28 -0.18 0.0077
C -0.461859 -0.819910 -3.151500 -0.33 -0.72 -0.14 -0.0302
O -0.699559 -1.133510 -1.928000 -0.07 -0.23 -1.65 -0.0817
C -0.017259 0.587990 -3.424700 -0.06 0.11 -0.61 0.0784
C 0.028041 0.976490 -4.746800 0.06 -0.04 0.46 0.0112
C 0.266841 2.312290 -5.097400 0.15 -0.24 1.63 0.0119
C 0.522041 3.242890 -4.099800 0.04 0.03 -0.25 0.0007
C 0.500441 2.876490 -2.758800 -0.38 -1.23 -0.97 0.0138
C 0.175641 1.522190 -2.353300 -0.17 0.46 0.34 0.0173
O 0.050841 1.205690 -1.124400 -0.17 2.70 -1.88 -0.1355
N 0.825941 3.856290 -1.813200 0.40 1.51 1.51 -0.0002
O 1.283841 4.936290 -2.210000 -0.24 -0.60 0.18 0.0213
O 0.657741 3.631090 -0.602100 0.26 0.44 -1.31 0.0065
N 0.248941 2.699990 -6.453300 0.00 0.47 -1.49 0.0006
O 0.032141 1.840690 -7.306800 0.10 0.35 0.41 0.0065
O 0.444341 3.882890 -6.732800 -0.06 -0.40 0.14 0.0100
H -0.141559 0.235690 -5.514700 -0.08 -0.05 0.08 0.0002
H 0.743341 4.266290 -4.363300 -0.01 -0.02 0.03 0.0002
Cl -0.740059 -1.586110 2.490700 -0.03 -0.26 0.79 0.0001
C -0.634859 -0.489110 3.818000 0.01 0.29 0.06 0.0121
C -0.863659 -0.948510 5.109200 -0.01 -0.05 -0.13 0.0002
C -0.744959 -0.081610 6.179200 0.03 -0.04 -0.07 0.0009
C -0.385959 1.238590 5.962100 0.01 0.10 0.03 -0.0005
C -0.167659 1.694690 4.673500 -0.01 -0.09 0.07 0.0000
C -0.296659 0.845090 3.578800 0.02 -0.29 -0.22 -0.0029
P -0.152559 1.439690 1.825700 0.13 0.22 0.90 0.1776
C 1.016241 2.820090 2.173000 -0.02 -0.07 -0.10 -0.0328
C 2.348541 2.432290 2.292100 -0.07 -0.07 -0.07 0.0101
C 3.330741 3.344190 2.627400 0.12 0.00 0.05 0.0027
C 3.000141 4.675690 2.815200 0.03 0.03 -0.03 0.0006
C 1.685141 5.078290 2.658400 -0.02 0.14 0.06 -0.0005
C 0.694641 4.160290 2.350100 0.01 -0.11 0.02 0.0026
C -1.780859 2.295290 1.802500 0.00 -0.06 -0.20 -0.0096
C -2.808859 2.011490 2.699400 0.08 -0.02 -0.04 -0.0049
C -4.018059 2.682990 2.615900 -0.10 0.08 0.07 0.0001
C -4.226859 3.636490 1.632100 -0.01 0.04 0.07 0.0000
C -3.217959 3.904590 0.719700 -0.15 0.07 -0.04 0.0006
C -2.008959 3.237190 0.802300 0.08 -0.10 0.00 0.0049
H -1.123259 -1.984310 5.255900 -0.04 -0.15 0.03 -0.0002
H -0.919259 -0.441810 7.181300 -0.03 -0.05 0.12 0.0001
H -0.281659 1.913690 6.798600 0.02 0.08 0.06 0.0000
H 0.101141 2.729490 4.514200 0.01 0.05 -0.02 0.0002
H 2.618241 1.401190 2.104900 0.05 -0.01 0.00 0.0178
H 4.356041 3.018190 2.734900 0.06 -0.03 -0.03 0.0001
H 3.766541 5.396790 3.063500 0.03 0.05 0.01 0.0001
H 1.429241 6.121190 2.778900 -0.06 0.08 0.01 -0.0001
H -0.325159 4.495290 2.237500 -0.08 0.03 0.01 0.0001
H -2.674459 1.265490 3.468700 -0.01 -0.02 0.05 -0.0009
H -4.805859 2.458790 3.324200 0.00 -0.02 0.02 -0.0001
H -5.169759 4.164390 1.582600 -0.04 0.02 -0.05 -0.0001
H -3.374659 4.637190 -0.059400 0.01 0.08 -0.06 0.0000
H -1.204459 3.448390 0.113900 -0.13 0.04 -0.13 0.0012
O -1.931059 -0.347010 0.280100 0.93 0.41 0.97 0.0075
S -2.792859 -0.901810 -0.792600 -2.79 -0.05 -0.72 0.0144
C -3.203859 0.587490 -1.800500 -0.01 -0.37 -0.14 0.0055
C -4.648659 0.982290 -1.556300 -0.13 0.00 0.16 0.0003
C -4.973659 0.568690 -0.125600 -0.06 0.10 -0.11 0.0010
C -4.469359 -0.849510 0.023700 0.49 0.19 -0.29 0.0007
H -2.986459 0.366690 -2.841200 0.09 0.00 -0.12 0.0001
H -2.510459 1.340290 -1.432400 0.13 -0.02 0.06 0.0065
H -5.308759 0.463390 -2.254800 -0.04 0.00 -0.03 0.0000
H -4.782259 2.054490 -1.696900 -0.03 0.06 -0.08 0.0002
H -6.040459 0.660490 0.093000 0.01 0.00 0.05 -0.0001
H -4.425359 1.200490 0.571300 -0.03 0.08 0.00 -0.0008
H -5.096359 -1.575510 -0.491500 -0.06 -0.10 -0.05 -0.0008
H -4.333459 -1.136210 1.062100 0.09 -0.20 0.02 -0.0002
```
Forces are in eV/Å.

Results
2S+1 = 4
Total charge = -1
Total energy = -4912.930170 Eh
HOMO-LUMO gap (alpha / beta) = 0.187 / 0.280 Eh
⟨S²⟩ = 3.76

---

Entry 3:
Computed, not measured: a structure of composition C23H30BBr12F3INO7 at a distorted geometry, with ωB97M-V with the def2-TZVPD basis set.

The geometry in XYZ format:
```
78
Properties=species:S:1:pos:R:3:forces:R:3:mulliken_charge:R:1
C -4.837792 0.643224 1.116558 -0.45 0.21 -0.09 -1.8805
C -4.642251 0.342384 -0.344039 0.10 0.07 0.27 1.2194
C -5.605556 -0.451578 -0.952672 -0.37 -0.24 0.19 -0.6767
C -5.560223 -0.778246 -2.284569 -0.10 -0.09 -0.38 -0.7680
C -4.523240 -0.296602 -3.063147 0.05 -0.03 -0.27 -0.9316
C -3.559938 0.482530 -2.475106 0.38 0.29 -0.09 -0.4152
C -3.589131 0.810343 -1.123710 0.21 -0.07 0.19 0.9173
C -2.504458 1.702109 -0.561494 -0.67 -0.50 -0.48 -1.7667
N -1.191964 0.983284 -0.275797 0.61 1.65 0.19 1.5529
C -1.633904 -0.218714 0.741177 -0.61 -1.23 1.43 0.3823
O -1.715895 -1.294367 0.206879 0.00 0.12 -0.46 -0.6192
O -1.873590 0.253645 1.839659 0.40 0.19 -0.36 -0.4979
C -0.441469 0.690612 -1.541780 -0.31 0.38 -1.61 -0.1241
C -0.487809 -0.686819 -2.166277 0.45 -0.57 0.22 -1.6597
C 0.510722 -1.728494 -1.641524 -0.30 -0.47 0.13 -0.6003
O 1.000303 -1.458020 -0.333739 0.37 0.13 -0.15 0.4738
C 1.633128 -2.579939 0.225715 -0.14 -0.12 -0.01 -0.6461
C 0.824603 -3.116732 1.386603 0.01 -0.13 0.05 0.9210
F -0.358490 -3.618991 1.004617 0.16 0.06 0.15 -0.2378
F 0.604305 -2.173100 2.315665 -0.07 -0.08 -0.06 -0.2837
F 1.510013 -4.120805 1.983289 -0.06 0.09 -0.02 -0.3259
O 0.893853 1.130945 -1.442651 -0.11 0.01 0.48 -0.1168
C 1.043616 1.960517 -0.310922 0.56 -0.72 1.02 0.5340
C 2.124700 1.370606 0.606796 0.21 -0.26 0.03 -1.5602
C 3.450376 1.213657 -0.144504 -0.13 0.73 0.64 0.3146
C 4.242130 2.540908 -0.130094 -0.27 -0.38 -0.12 -1.1016
I 4.657658 -0.271442 0.836040 0.00 -0.03 -0.30 0.1689
C -0.295342 1.976533 0.450701 0.96 0.69 -0.54 -0.6623
O -0.789875 3.294565 0.437448 0.25 -0.20 0.28 -0.8517
B -0.962681 3.916263 1.671312 -0.21 0.15 -0.27 0.9619
O -1.579600 3.255502 2.682472 0.37 0.22 -0.09 -0.4277
O -0.524013 5.204950 1.837245 0.19 -0.18 0.23 -0.5001
H -5.826306 1.093809 1.241894 -0.01 0.01 0.01 0.5439
H -4.116066 1.329485 1.543410 0.12 -0.19 0.11 0.0747
H -4.851912 -0.282278 1.689771 0.25 0.01 0.07 0.3966
H -6.419577 -0.829556 -0.346396 -0.04 0.03 0.05 0.4465
H -6.331797 -1.381636 -2.741474 -0.07 -0.08 0.09 0.4242
H -4.459918 -0.503902 -4.121668 -0.08 -0.10 -0.05 0.4532
H -2.747175 0.857362 -3.082838 -0.02 0.08 -0.11 0.4779
H -2.325533 2.494717 -1.282031 0.30 0.09 0.10 0.8375
H -2.841246 2.135941 0.368782 0.20 0.01 0.09 0.4904
H -0.887936 1.359879 -2.285354 -0.28 -0.01 0.14 0.0373
H -0.240146 -0.534421 -3.217754 -0.02 0.14 -0.03 0.6137
H -1.486104 -1.106590 -2.136191 -0.12 0.20 0.19 0.4810
H 0.006457 -2.697039 -1.589746 -0.18 0.09 -0.15 -0.3209
H 1.347456 -1.858909 -2.337158 0.14 0.27 0.07 0.3679
H 1.738693 -3.394242 -0.494631 0.00 -0.04 -0.02 0.4349
H 2.628706 -2.334411 0.592496 -0.03 0.15 0.07 -0.1386
H 1.382491 2.974681 -0.537051 -0.49 0.09 -0.57 0.4682
H 1.796342 0.422885 1.031976 -0.18 -0.05 -0.22 0.3872
H 2.273313 2.049050 1.453645 0.00 0.03 0.02 0.5480
H 3.233250 0.884112 -1.155260 0.25 -0.34 0.00 0.0236
H 4.673978 2.739417 -1.107938 0.11 0.15 0.03 0.2039
H 5.035537 2.507888 0.611212 0.08 0.09 -0.03 0.4090
H 3.574617 3.352414 0.164203 0.01 0.15 -0.22 0.3125
H -0.056884 1.673681 1.463960 -0.86 -0.44 0.14 0.8051
H -1.332404 3.680616 3.511466 -0.43 -0.07 0.19 0.2602
H 0.225340 5.415093 1.274558 -0.17 0.18 -0.24 0.2791
C 3.190165 1.902784 -4.112319 0.00 -0.01 0.04 0.6687
Br 4.956207 1.275982 -3.682148 0.01 -0.03 -0.01 -0.0622
Br 3.240047 3.376937 -5.341897 0.00 0.03 -0.01 -0.0290
Br 2.088741 0.472635 -4.771477 0.00 -0.01 -0.04 -0.0028
H 2.738264 2.261151 -3.197185 -0.04 -0.05 0.02 -0.5359
C 9.073453 -0.921548 2.245266 0.00 0.02 0.00 -0.3023
Br 10.379676 -1.732192 1.094002 0.01 -0.01 -0.02 -0.0143
Br 8.647633 0.866387 1.684596 0.00 0.01 -0.01 -0.0300
Br 7.499587 -2.015340 2.403988 0.03 -0.08 0.05 -0.0488
H 9.511786 -0.851810 3.229383 0.00 0.00 0.02 0.3469
C -2.024192 -6.611001 -0.993081 0.00 0.03 0.08 -0.2452
Br -1.209566 -8.348124 -1.093687 0.00 -0.02 -0.01 -0.0230
Br -0.990750 -5.290477 -1.930169 0.01 -0.02 -0.10 0.0072
Br -3.845675 -6.641649 -1.601959 -0.01 -0.01 -0.01 -0.0111
H -2.036975 -6.320364 0.047328 0.00 0.02 0.02 0.2706
C -2.154877 -0.182735 5.316655 -0.09 -0.05 -0.12 -0.1267
Br -0.999579 1.347843 5.234992 0.16 -0.01 0.16 -0.0467
Br -2.277787 -0.873336 7.108185 0.03 -0.02 0.02 -0.0594
Br -3.889610 0.206660 4.598589 -0.04 0.02 0.07 -0.0134
H -1.707909 -0.948574 4.698906 -0.01 0.02 -0.07 0.1482
```
Forces are in eV/Å.

Results
2S+1 = 1
Total energy = -32986.264509 Eh
HOMO-LUMO gap = 0.330 Eh